Record 1
Density functional theory data (the ωB97M-V functional and the def2-TZVPD basis) for a 8-piece molecular cluster, C7H29NO7 overall.

HOMO level	-8.78	eV
frontier orbital gap	0.33632	Eh
SMILES	C=CCCNCCC.O.O.O.O.O.O.O
energy above the lowest of the compared OMol25 structures with the same formula, charge and spin	200.04	kJ/mol
LUMO energy	0.37	eV

Last column: Löwdin charge in e.
Element x y z (Å)
C1 1.1213 3.6307 -0.1003  -0.004
C2 1.2606 3.0575 -1.2878  -0.154
C3 0.8846 1.5993 -1.5188  -0.182
C4 1.6705 0.6995 -0.5118  -0.201
N1 0.8931 -0.4594 -0.0130  -0.089
C5 1.3523 -0.9859 1.2707  -0.233
C6 1.0589 -2.4920 1.3345  -0.237
C7 -0.2920 -2.7343 1.9750  -0.124
H1 0.5366 3.2487 0.7246  0.046
H2 1.4307 4.6345 0.1738  0.064
H3 1.6427 3.5627 -2.1639  0.092
H4 1.0463 1.3154 -2.5691  0.106
H5 -0.2035 1.4890 -1.4671  0.082
H6 2.5451 0.2986 -1.0301  0.113
H7 1.9990 1.3253 0.3088  0.077
H8 -0.0728 -0.1530 -0.1097  0.048
H9 2.4417 -0.8080 1.2018  0.118
H10 1.0140 -0.4839 2.1832  0.111
H11 1.0187 -2.9366 0.3402  0.086
H12 1.8820 -2.9493 1.8894  0.107
H13 -0.2158 -2.8051 3.0750  0.074
H14 -1.1530 -2.0983 1.7687  0.071
H15 -0.6251 -3.7721 1.8343  0.068
O1 -1.2559 1.7236 3.5388  -0.061
H16 -0.4738 2.1686 3.8946  0.022
H17 -1.9278 2.3438 3.8534  0.048
O2 1.0794 -2.3824 -2.7425  -0.057
H18 0.5430 -1.6494 -3.0642  0.031
H19 1.4034 -2.1010 -1.8735  0.035
O3 -0.9231 -4.1967 -2.3448  -0.072
H20 -0.7724 -3.7813 -1.4867  0.017
H21 -0.3035 -3.6733 -2.8856  0.005
O4 1.6213 2.6559 2.7075  -0.050
H22 2.1274 2.2067 3.3863  0.049
H23 1.2923 2.0478 2.0467  -0.009
O5 -1.4534 1.0918 0.5278  -0.066
H24 -1.7717 0.8079 1.3823  0.025
H25 -2.2195 1.0895 -0.0771  0.008
O6 -1.4802 -0.9130 -2.3719  -0.042
H26 -1.2638 -1.8496 -2.3723  0.003
H27 -0.8257 -0.3907 -1.8940  -0.008
O7 -3.8008 0.6576 -0.7742  -0.042
H28 -3.7700 1.0339 -1.6626  0.063
H29 -4.1732 -0.2156 -0.9282  0.063

=====

Record 2
Density functional theory data (the ωB97M-V functional and the def2-TZVPD basis) for C50H76N6O3SSeSr as an isolated structure.

HOMO level	-6.32	eV
frontier orbital gap	0.23030	Eh
energy above the lowest of the compared OMol25 structures with the same formula, charge and spin	191.06	kJ/mol
LUMO energy	-0.05	eV

Last column: Löwdin charge in e.
Element x y z (Å)
Sr1 0.4934 -0.4381 -1.2354  1.457
C1 -1.5676 3.3731 5.7653  -0.048
C2 -0.3875 2.4219 5.5210  -0.555
C3 0.9249 3.0856 5.9641  -0.044
C4 -0.5955 1.1670 6.3752  -0.061
C5 -0.2986 2.0968 4.0357  -0.182
C6 -0.4154 0.8133 3.5302  -0.065
C7 -0.2793 0.5998 2.1728  -0.381
Se1 -0.3164 -1.2172 1.5004  1.107
C8 1.4774 -1.6783 2.0387  -0.382
C9 1.6896 -2.0410 3.3578  -0.072
C10 2.9646 -2.3708 3.7857  -0.185
C11 3.9385 -2.4556 2.7935  -0.005
C12 3.7402 -2.1528 1.4573  -0.089
C13 2.4909 -1.5884 1.0516  -0.384
O1 2.2501 -1.0376 -0.0901  -0.360
C14 4.9014 -2.4601 0.5085  -0.534
C15 6.0681 -1.5099 0.8011  -0.039
C16 4.5070 -2.3101 -0.9591  -0.082
C17 5.3468 -3.9214 0.7036  -0.049
C18 3.3368 -2.6751 5.2298  -0.556
C19 3.7836 -4.1401 5.3480  -0.047
C20 4.4776 -1.7413 5.6634  -0.046
C21 2.1613 -2.4515 6.1838  -0.062
C22 -0.0137 1.6030 1.2096  -0.384
O2 0.1146 1.2480 -0.0369  -0.439
C23 0.0681 2.9245 1.7386  -0.082
C24 -0.0782 3.1113 3.1066  0.001
C25 0.2775 4.1845 0.8960  -0.528
C26 -1.0093 5.0219 0.9694  -0.037
C27 0.5736 3.8848 -0.5720  -0.059
C28 1.4654 4.9947 1.4373  -0.047
H1 -1.6568 3.6044 6.8249  0.079
H2 -2.4940 2.9111 5.4317  0.086
H3 -1.4406 4.3056 5.2231  0.073
H4 0.9018 3.3090 7.0290  0.080
H5 1.1018 4.0119 5.4250  0.074
H6 1.7591 2.4164 5.7676  0.087
H7 -0.6562 1.4432 7.4269  0.083
H8 0.2384 0.4809 6.2536  0.068
H9 -1.5169 0.6567 6.1052  0.084
H10 -0.6006 -0.0422 4.1606  0.089
H11 0.8359 -2.0453 4.0174  0.087
H12 4.9217 -2.7866 3.0892  0.097
H13 5.7377 -0.4827 0.6693  0.091
H14 6.9014 -1.7031 0.1274  0.080
H15 6.4175 -1.6263 1.8230  0.075
H16 4.2243 -1.2817 -1.1603  0.076
H17 3.6563 -2.9562 -1.1643  0.075
H18 5.3399 -2.5917 -1.6069  0.087
H19 5.7407 -4.0981 1.6998  0.070
H20 6.1249 -4.1775 -0.0147  0.079
H21 4.5030 -4.5916 0.5489  0.089
H22 4.6546 -4.3390 4.7298  0.073
H23 2.9826 -4.8011 5.0240  0.087
H24 4.0358 -4.3791 6.3798  0.079
H25 5.3699 -1.8939 5.0633  0.072
H26 4.7382 -1.9128 6.7062  0.080
H27 4.1687 -0.7049 5.5499  0.088
H28 1.3301 -3.1089 5.9435  0.083
H29 1.8217 -1.4207 6.1319  0.070
H30 2.4698 -2.6573 7.2074  0.082
H31 -0.0120 4.1199 3.4865  0.097
H32 -1.8408 4.4485 0.5669  0.077
H33 -0.9044 5.9359 0.3890  0.080
H34 -1.2451 5.2936 1.9949  0.074
H35 -0.2406 3.3249 -1.0174  0.051
H36 1.4846 3.2937 -0.6589  0.092
H37 0.7030 4.8174 -1.1219  0.084
H38 1.2923 5.3528 2.4463  0.068
H39 1.6478 5.8614 0.8048  0.080
H40 2.3564 4.3728 1.4455  0.091
C29 -4.7812 2.0463 -3.6307  -0.056
N1 -4.9808 1.6058 -2.2733  -0.146
C30 -6.0832 2.2751 -1.6160  -0.061
C31 -3.9436 1.0602 -1.5279  -0.350
N2 -2.7049 1.0354 -1.8623  0.166
C32 -2.0580 1.9614 -2.6312  -0.241
C33 -2.3102 3.3128 -2.4354  -0.056
C34 -1.6214 4.2988 -3.1328  -0.080
C35 -0.6587 3.9521 -4.0386  -0.046
C36 -0.3694 2.5969 -4.2833  -0.154
C37 0.5738 2.2523 -5.2772  -0.034
C38 0.7659 0.9484 -5.6282  -0.077
C39 0.0450 -0.0611 -4.9874  -0.111
C40 -0.8393 0.2177 -3.9623  -0.286
N3 -1.4505 -0.7909 -3.2450  0.049
C41 -2.0793 -1.7952 -3.7399  -0.380
N4 -2.4529 -1.9667 -5.0858  -0.174
C42 -1.8634 -3.0349 -5.8571  -0.070
C43 -2.8462 -0.8193 -5.8657  -0.046
N5 -2.5419 -2.7618 -2.9085  -0.115
C44 -2.2604 -2.7004 -1.4933  -0.052
C45 -3.4155 -3.8243 -3.3386  -0.048
C46 -1.0734 1.5740 -3.5899  -0.043
N6 -4.3460 0.4539 -0.3643  -0.162
C47 -3.3750 0.2481 0.6851  -0.056
C48 -5.4595 -0.4644 -0.3414  -0.056
H41 -5.6995 1.8706 -4.1988  0.095
H42 -3.9684 1.4874 -4.0872  0.069
H43 -4.5346 3.1135 -3.6887  0.090
H44 -5.9940 3.3584 -1.7525  0.091
H45 -6.0750 2.0581 -0.5534  0.085
H46 -7.0363 1.9547 -2.0453  0.090
H47 -3.0461 3.5938 -1.6946  0.121
H48 -1.8595 5.3365 -2.9540  0.112
H49 -0.1154 4.7062 -4.5892  0.110
H50 1.1121 3.0427 -5.7818  0.112
H51 1.4524 0.6845 -6.4232  0.108
H52 0.1797 -1.0832 -5.3158  0.070
H53 -1.5341 -3.8361 -5.2022  0.076
H54 -1.0029 -2.6891 -6.4462  0.086
H55 -2.6053 -3.4283 -6.5558  0.093
H56 -3.2608 -0.0643 -5.2016  0.078
H57 -3.6261 -1.1383 -6.5639  0.095
H58 -2.0283 -0.3706 -6.4449  0.089
H59 -1.3458 -3.2406 -1.2361  0.080
H60 -3.0868 -3.1455 -0.9417  0.092
H61 -2.1417 -1.6626 -1.1943  0.049
H62 -3.8803 -3.5718 -4.2877  0.088
H63 -4.2026 -3.9734 -2.5961  0.089
H64 -2.8772 -4.7716 -3.4462  0.091
H65 -2.4976 0.8640 0.4965  0.074
H66 -3.0478 -0.7970 0.7491  0.050
H67 -3.8170 0.5269 1.6442  0.101
H68 -6.1056 -0.2992 -1.1985  0.082
H69 -6.0331 -0.3380 0.5800  0.093
H70 -5.1040 -1.5011 -0.3768  0.081
C49 1.4754 -4.1733 -3.6981  -0.190
S1 0.9197 -2.4586 -3.3479  0.849
C50 2.5424 -1.7129 -3.7101  -0.201
O3 0.7543 -2.4779 -1.8925  -0.717
H71 2.2416 -4.4178 -2.9730  0.058
H72 1.8507 -4.2462 -4.7127  0.058
H73 0.6246 -4.8323 -3.5593  0.050
H74 2.6887 -1.7440 -4.7864  0.068
H75 3.3270 -2.2630 -3.2071  0.037
H76 2.5420 -0.6807 -3.3812  0.058

=====

Record 3
Density functional theory data (the ωB97M-V functional and the def2-TZVPD basis) for a single C12H10FN3O3 molecule.

HOMO level	-9.41	eV
frontier orbital gap	0.32761	Eh
SMILES	Cc1nc([N+](=O)[O-])cn1CC(=O)c1ccc(F)cc1
LUMO energy	-0.50	eV

Last column: Löwdin charge in e.
Element x y z (Å)
C1 1.9215 -1.1361 -0.2541  0.005
C2 1.4637 -0.2205 -1.3241  -0.332
N1 2.2303 0.6000 -1.9793  0.196
C3 1.4235 1.2430 -2.8665  -0.220
N2 1.9065 2.2191 -3.7686  -0.370
O1 3.0756 2.5238 -3.7244  0.095
O2 1.0892 2.6901 -4.5406  0.067
C4 0.1279 0.7933 -2.7446  0.046
N3 0.1643 -0.1454 -1.7658  -0.021
C5 -0.9811 -0.8427 -1.2390  -0.038
C6 -1.6496 0.0922 -0.2114  -0.323
O3 -2.3167 1.0187 -0.5987  0.121
C7 -1.3505 -0.1264 1.2203  -0.162
C8 -1.3638 0.9986 2.0499  0.006
C9 -1.0854 0.8886 3.3964  0.017
C10 -0.8153 -0.3671 3.9159  -0.264
F1 -0.5471 -0.4903 5.2235  0.079
C11 -0.8226 -1.5045 3.1244  0.006
C12 -1.0854 -1.3796 1.7741  -0.033
H1 2.9911 -0.9997 -0.1308  0.090
H2 1.7274 -2.1746 -0.5214  0.087
H3 1.4221 -0.9170 0.6892  0.071
H4 -0.7650 1.0763 -3.2613  0.138
H5 -1.6892 -1.0230 -2.0523  0.143
H6 -0.6577 -1.7877 -0.8069  0.110
H7 -1.5871 1.9594 1.6120  0.126
H8 -1.0803 1.7506 4.0438  0.124
H9 -0.6265 -2.4664 3.5707  0.122
H10 -1.1198 -2.2725 1.1694  0.114

=====

Record 4
Density functional theory data (the ωB97M-V functional and the def2-TZVPD basis) for C14H15BBrF2NOPt as an isolated structure.

HOMO level	-15.02	eV
frontier orbital gap	0.23817	Eh
energy above the lowest of the compared OMol25 structures with the same formula, charge and spin	59.64	kJ/mol
LUMO energy	-8.54	eV
charge	+2

Last column: Löwdin charge in e.
Element x y z (Å)
Pt1 0.1703 -0.6412 0.1783  1.119
Br1 -1.6158 -2.1631 -0.4002  1.051
C1 -1.4182 -1.9947 -2.3034  -0.499
C2 -2.2673 -2.6321 -3.1484  -0.050
C3 -2.0048 -2.5081 -4.5314  -0.014
C4 -0.9327 -1.7863 -4.9743  0.028
C5 -0.0609 -1.1264 -4.0724  -0.126
C6 1.0580 -0.3728 -4.5008  0.030
C7 1.8754 0.2502 -3.6026  -0.016
C8 1.6140 0.1801 -2.2142  -0.046
C9 0.5384 -0.5464 -1.7925  -0.230
C10 -0.3212 -1.2269 -2.6843  -0.231
H1 -3.1032 -3.2213 -2.7961  0.130
H2 -2.6612 -3.0033 -5.2329  0.131
H3 -0.7339 -1.7094 -6.0354  0.137
H4 1.2574 -0.2951 -5.5619  0.139
H5 2.7302 0.8193 -3.9405  0.129
H6 2.2605 0.6955 -1.5205  0.107
C11 1.5556 1.6463 4.1501  0.030
N1 1.3382 0.8671 2.9100  -0.088
C12 0.5920 -0.3841 3.0083  -0.003
C13 1.8671 1.2278 1.7635  -0.411
C14 2.7025 2.4471 1.6139  0.067
O1 1.7212 0.5120 0.6972  -0.174
H7 0.9252 1.2353 4.9311  0.102
H8 1.2789 2.6856 3.9963  0.112
H9 2.5950 1.5745 4.4637  0.117
H10 0.1586 -0.4754 3.9991  0.119
H11 1.2343 -1.2475 2.8218  0.119
H12 -0.2907 -0.3802 2.3342  0.059
H13 3.0702 2.8407 2.5546  0.093
H14 2.1026 3.2135 1.1165  0.125
H15 3.5418 2.2107 0.9619  0.117
F1 -2.0045 0.9455 -1.0112  0.284
B1 -1.1608 0.9028 -0.0335  -0.720
F2 -1.1280 1.7784 0.9349  0.265

=====

Record 5
Density functional theory data (the ωB97M-V functional and the def2-TZVPD basis) for a single C4H5NOS molecule.

HOMO level	-9.49	eV
frontier orbital gap	0.35446	Eh
SMILES	CCC(=O)SC#N
energy above the lowest of the compared OMol25 structures with the same formula, charge and spin	172.07	kJ/mol
LUMO energy	0.16	eV

Last column: Löwdin charge in e.
Element x y z (Å)
C1 -0.2587 0.2687 -0.3715  -0.111
C2 0.3606 -0.2548 0.9800  -0.205
C3 1.6373 -0.8952 0.5150  -0.437
O1 2.0973 -1.9367 0.2522  0.149
S1 2.8880 0.8373 0.1514  0.828
C4 4.3858 0.3246 -0.2766  -0.782
N1 5.4420 -0.0311 -0.5179  0.082
H1 -0.2630 -0.6421 -1.0363  0.099
H2 -1.3492 0.6098 -0.3843  0.094
H3 0.0745 1.2146 -0.8315  0.067
H4 -0.2457 -1.0806 1.3195  0.116
H5 0.4553 0.4526 1.7687  0.101

=====

Record 6
Density functional theory data (the ωB97M-V functional and the def2-TZVPD basis) for a 2-piece molecular cluster, C3H4ClNO2S overall.

HOMO level (spin up / spin down)	-10.29 / -10.85	eV
frontier orbital gap (spin up / spin down)	0.32357 / 0.31637	Eh
energy above the lowest of the compared OMol25 structures with the same formula, charge and spin	435.20	kJ/mol
LUMO energy (spin up / spin down)	-1.48 / -2.24	eV

Last column: Löwdin charge in e.
Element x y z (Å)
C1 1.5886 -1.0124 0.1612  -0.385
C2 -1.3176 -0.1520 -1.1017  -0.095
C3 1.0476 0.2663 0.3468  -0.802
N1 2.1769 -1.9985 0.0992  0.183
O1 -1.1318 -0.4093 1.6114  -0.311
O2 -1.1394 1.8454 0.8306  -0.300
S1 -0.8043 0.4953 0.5800  0.538
Cl1 1.6022 1.5613 -0.6265  0.704
H1 -2.2332 0.2812 -1.3075  0.026
H2 -0.5114 0.1209 -1.7690  0.038
H3 -1.4585 -1.3150 -0.8311  0.134
H4 2.1810 0.3167 2.0066  0.272

=====

Maximum force across the listed records, respectively: 2.66, 3.64, 1.96, 0.38, 2.85, 4.52 eV/A.